Run i
Below is 2 unconnected molecules or ions with the total composition C3H6S2, with properties calculated with wB97M-V/def2-TZVPD.

Output
LUMO energy, eV: -0.4

Element x y z (Å)
C  -1.47  -0.06  0.07
C  -2.54  0.20  -0.74
C  1.93  0.50  1.18
S  2.90  -1.35  -0.89
S  2.51  0.68  -0.33
H  -1.20  -1.00  0.41
H  -0.81  0.69  0.53
H  -2.80  1.23  -1.02
H  -3.19  -0.55  -1.17
H  1.62  1.38  1.67
H  3.05  -1.73  0.27

How positive or negative is each atom? The Mulliken charges in e answer that:
1. C -0.3679
2. C -0.4579
3. C -0.5257
4. S -0.1566
5. S 0.1477
6. H 0.2857
7. H 0.0956
8. H 0.2142
9. H 0.2392
10. H 0.3496
11. H 0.1761

***

Run ii
Below is C3H6S2 in the gas phase, with properties calculated with wB97M-V/def2-TZVPD.

Output
LUMO energy, eV: 0.7
Structure (SMILES): S[C@@H]1C[C@@H]1S

Element x y z (Å)
C  0.66  0.26  0.43
C  0.02  1.06  -0.66
C  -0.76  0.40  0.35
H  0.73  -2.11  0.65
H  1.35  0.62  1.26
H  0.29  0.50  -1.61
H  0.13  2.22  -0.86
H  -1.08  1.04  1.18
H  -0.72  -1.75  -0.42
S  1.30  -1.24  -0.19
S  -1.93  -1.00  -0.13

How positive or negative is each atom? The Mulliken charges in e answer that:
1. C -0.1302
2. C -0.4806
3. C -0.1943
4. H 0.1520
5. H 0.3120
6. H 0.2667
7. H 0.2250
8. H 0.2985
9. H 0.0910
10. S -0.3233
11. S -0.2166

***

Here is how they stack up, most stable first: run ii, run i.